DFT (the ωB97M-V functional and the def2-TZVPD basis) results for a cluster of 9 separate species, C28H56O26S9 in total.

Each line ends with the Löwdin charge.
Element x y z (Å)
S 1.10 1.98 7.21  0.69
S -7.34 -7.12 -4.51  0.80
S 7.19 -4.53 4.88  0.72
S -12.04 3.00 -6.76  0.73
S 3.21 -7.82 -3.37  0.75
S 10.93 4.82 -4.86  0.67
S 1.19 8.24 -0.76  0.73
S -1.01 -0.43 -2.22  0.74
S -7.89 -0.51 5.99  0.74
O 10.70 3.41 -5.07  -0.32
O -8.61 -0.13 4.50  -0.21
O -1.05 -1.72 -1.57  -0.34
O -0.25 8.95 -0.30  -0.21
O 0.57 7.78 -2.23  -0.21
O -6.40 -6.64 -5.61  -0.27
O -2.24 0.41 -2.40  -0.38
O 4.18 -8.65 -4.05  -0.24
O 0.73 0.67 6.65  -0.34
O -8.18 -8.31 -4.68  -0.25
O -13.20 2.38 -7.46  -0.37
O 1.54 7.14 0.12  -0.25
O 2.20 9.27 -0.96  -0.25
O -6.57 -1.04 5.22  -0.21
O 12.08 5.45 -5.44  -0.35
O 5.97 -4.85 5.64  -0.35
O -8.22 -5.76 -4.04  -0.22
O 3.18 -6.35 -3.63  -0.27
O -7.72 0.75 6.70  -0.24
O 1.71 -8.55 -3.46  -0.25
O 3.21 -8.08 -1.75  -0.22
O -8.54 -1.64 6.66  -0.24
O -11.77 4.42 -6.89  -0.34
O -6.62 -7.13 -3.05  -0.20
O 0.69 3.20 6.51  -0.35
O 7.06 -3.92 3.58  -0.33
C 9.66 5.99 -2.77  -0.22
C 2.84 2.05 7.34  -0.23
C 9.34 -5.62 6.26  -0.21
C 9.58 -4.11 6.21  -0.26
C 0.80 -8.14 -2.44  -0.14
C 8.24 -3.45 6.03  -0.21
C -8.19 -5.54 -2.60  -0.15
C 3.16 2.30 8.86  -0.21
C 0.68 2.10 8.99  -0.18
C -0.88 7.99 -2.26  -0.16
C 1.59 0.10 -2.19  -0.27
C -10.51 1.97 -7.05  -0.20
C 8.48 -5.89 5.01  -0.21
C -12.22 2.58 -4.91  -0.18
C -0.15 -0.59 -3.91  -0.16
C 1.27 0.02 -3.68  -0.22
C 2.04 1.73 9.66  -0.25
C 1.84 -8.19 -1.27  -0.15
C 9.45 5.86 -5.19  -0.21
C -7.55 -6.79 -2.07  -0.23
C -11.08 1.55 -4.66  -0.24
C 11.01 5.25 -3.05  -0.18
C 0.38 0.54 -1.40  -0.19
C -7.73 -0.23 3.40  -0.19
C -9.96 1.72 -5.65  -0.24
C -6.30 -0.31 4.04  -0.17
C 8.69 5.67 -3.89  -0.25
C -1.33 8.17 -0.84  -0.18
H -0.10 -1.64 -4.18  0.09
H 0.20 1.59 -1.62  0.10
H -5.91 0.71 4.08  0.13
H 10.28 -3.81 5.43  0.12
H 8.42 4.62 -3.76  0.11
H 9.16 -5.77 4.17  0.10
H 2.11 -0.50 -4.15  0.11
H -7.07 -6.64 -1.11  0.14
H 0.15 -9.02 -2.44  0.13
H 2.01 -0.87 -1.91  0.11
H -9.42 0.77 -5.58  0.12
H 8.02 -6.87 4.89  0.10
H -7.59 -4.64 -2.45  0.13
H -1.39 7.26 -0.25  0.13
H -11.58 0.59 -4.55  0.11
H -9.19 -5.41 -2.20  0.13
H -10.71 1.74 -3.66  0.11
H -13.21 2.17 -4.74  0.09
H -8.26 -7.59 -1.86  0.13
H 1.41 1.04 -4.01  0.11
H -5.57 -0.89 3.48  0.14
H 2.13 2.09 10.68  0.11
H 9.80 6.89 -5.20  0.11
H -8.03 -1.05 2.75  0.13
H 3.31 2.62 6.54  0.11
H 2.52 0.66 -2.10  0.12
H 1.75 -7.25 -0.74  0.12
H 11.21 4.31 -2.52  0.10
H -0.17 1.42 9.14  0.10
H -9.30 2.52 -5.32  0.12
H -1.13 8.87 -2.85  0.13
H 0.34 0.57 -0.31  0.11
H 8.18 -2.40 5.74  0.10
H -9.91 2.52 -7.77  0.10
H 0.30 -7.21 -2.71  0.13
H 1.70 -9.01 -0.57  0.13
H 11.90 5.87 -2.97  0.09
H -7.65 0.67 2.79  0.12
H 4.15 1.98 9.17  0.12
H 7.80 6.30 -3.89  0.12
H 10.05 -3.77 7.13  0.11
H 3.16 1.05 7.04  0.10
H -12.13 3.53 -4.38  0.09
H -1.28 7.17 -2.86  0.13
H -0.76 -0.04 -4.62  0.09
H -2.27 8.69 -0.64  0.14
H 7.81 -3.53 7.02  0.10
H 10.28 -6.16 6.18  0.12
H 2.13 0.65 9.75  0.12
H 3.03 3.37 9.03  0.12
H 8.81 -5.89 7.17  0.12
H 0.35 3.12 9.19  0.10
H 8.98 5.47 -6.09  0.11
H 9.75 7.07 -2.72  0.11
H -10.84 1.02 -7.46  0.10
H 9.33 5.57 -1.82  0.11

* structure (SMILES): O=S1(=O)CCCC1.O=S1(=O)CCCC1.O=S1(=O)CCCC1.O=S1(=O)CCCC1.O=S1(=O)CCCC1.O=S1(=O)OCCO1.O=S1(=O)OCCO1.O=S1(=O)OCCO1.O=S1(=O)OCCO1
* electronic energy: -180684.9340 eV
* gap between HOMO and LUMO: 10.14 eV
* multiplicity: 1
* ΔE to the lowest compared entry with this formula, charge and spin: 0.00 kcal per mole
* E_HOMO: -10.13 eV

---

DFT (the ωB97M-V functional and the def2-TZVPD basis) results for a structure of composition C14H27LaO3P2S.

Each line ends with the Löwdin charge.
Element x y z (Å)
La -3.79 3.69 0.61  2.03
S 2.57 0.52 0.28  0.84
P -2.67 1.03 -0.40  0.64
P -0.53 0.72 -0.64  0.38
O -1.22 4.03 0.18  -0.29
O -3.49 -0.18 0.19  -0.41
O -0.72 0.02 -2.22  -0.41
C -0.08 3.32 0.83  -0.37
C -0.50 -0.98 0.27  -0.22
C 4.04 -1.02 2.16  -0.17
C -0.31 1.70 0.98  -0.34
C 0.08 -2.39 -0.42  -0.04
C -0.31 -4.04 1.88  -0.02
C -0.98 -1.21 1.85  -0.04
C 1.34 3.78 0.17  -0.06
C -1.87 -0.74 -2.52  -0.38
C 2.91 -1.19 0.94  -0.50
C -1.39 -1.77 -3.76  -0.08
C 1.34 0.64 -1.05  -0.56
C 0.15 -3.85 0.31  -0.04
C -0.89 -2.69 2.63  -0.04
H 1.93 -1.57 1.51  0.07
H -1.36 1.61 1.56  0.04
H -3.05 2.19 0.42  -0.33
H 2.28 3.36 0.71  0.10
H -2.80 -0.18 -3.02  0.11
H -0.08 3.74 1.94  0.16
H -1.41 -0.34 2.50  0.07
H 0.39 1.20 1.81  0.12
H 0.55 -4.78 -0.30  0.10
H -0.52 2.03 -1.32  0.04
H -1.61 -1.19 -4.78  0.09
H -1.22 -2.76 3.75  0.09
H -0.80 4.61 -0.53  0.13
H 1.48 -0.32 -1.76  0.10
H 1.37 4.97 0.26  0.12
H 3.60 -0.20 2.90  0.08
H 0.46 -2.32 -1.54  0.09
H -3.36 1.39 -1.65  0.04
H 1.29 3.56 -0.98  0.09
H 3.20 -2.00 0.15  0.10
H -0.25 -5.05 2.48  0.10
H 1.62 1.55 -1.76  0.09
H -2.32 -1.48 -1.74  0.12
H 5.07 -0.65 1.75  0.09
H -0.23 -2.01 -3.69  0.09
H 4.11 -2.01 2.81  0.10
H -2.05 -2.76 -3.77  0.10

* electronic energy: -51334.4990 eV
* gap between HOMO and LUMO: 2.67 eV
* multiplicity: 1
* total charge: +2
* E_HOMO: -12.61 eV

---

DFT (the ωB97M-V functional and the def2-TZVPD basis) results for a structure of composition C4H5AuO5S2Te.

Each line ends with the natural charge from an NBO analysis.
Element x y z (Å)
Au -1.08 -1.87 -0.67  0.62
Te -0.35 -0.33 1.41  1.04
S -0.29 1.63 -1.24  0.51
S 1.65 -2.39 0.63  2.55
O 2.98 -2.79 0.94  -0.93
O 0.57 -3.11 1.30  -1.04
O 1.35 -2.19 -0.81  -1.04
O 1.52 -0.89 1.26  -0.99
O -2.82 -3.22 -1.34  -0.95
C 0.50 3.69 0.04  -0.26
C 0.38 2.65 1.00  -0.23
C -0.06 1.48 0.45  -0.61
C 0.15 3.27 -1.21  -0.40
H 0.61 2.77 2.05  0.23
H -3.54 -3.11 -0.71  0.50
H 0.83 4.69 0.27  0.23
H -2.54 -4.14 -1.25  0.51
H 0.14 3.86 -2.12  0.25

* electronic energy: -47120.9535 eV
* gap between HOMO and LUMO: 8.17 eV
* multiplicity: 1
* ΔE to the lowest compared entry with this formula, charge and spin: 13.46 kcal per mole
* E_HOMO: -9.04 eV

---

DFT (the ωB97M-V functional and the def2-TZVPD basis) results for a structure of composition C24H33BrMnN6O7S2Si.

Each line ends with the Löwdin spin population.
Element x y z (Å)
Br -1.19 -1.36 2.60  -0.15
Mn -0.76 -0.46 0.52  2.96
S 2.27 -1.53 0.49  0.00
S -0.26 -1.39 -1.75  0.01
Si 2.29 -4.39 1.88  0.00
O 1.19 -0.57 0.80  0.00
O -0.24 0.04 -1.36  0.02
O -1.15 -1.75 -2.80  0.00
O -2.46 -0.60 -0.13  0.02
O 1.90 -2.93 0.94  0.00
O 3.52 -1.09 0.99  0.00
O -0.42 -2.15 -0.48  -0.01
N -0.85 1.20 1.21  0.01
N -4.15 -1.63 -1.16  0.00
N -7.06 -1.13 0.68  0.00
N -0.71 2.95 2.85  0.05
N -0.28 3.64 5.19  0.03
N -3.68 1.18 2.65  0.00
C 4.04 -1.84 -3.09  0.00
C 2.88 -2.44 3.87  0.00
C -5.96 -0.79 0.80  0.00
C 1.41 -1.69 -2.25  0.00
C -0.78 2.01 2.09  0.04
C 0.96 -3.91 4.41  0.00
C -0.51 -5.00 1.87  0.00
C 4.03 -4.96 1.24  0.00
C -0.48 3.29 4.10  0.00
C 2.45 -1.67 -1.30  0.00
C -4.60 -0.41 0.84  0.01
C 4.03 -5.08 -0.29  0.00
C 5.13 -3.96 1.66  0.00
C 4.45 -6.34 1.79  0.00
C 1.69 -1.79 -3.59  0.00
C 3.25 -4.82 4.53  0.00
C 0.70 -5.53 -0.20  0.00
C 3.76 -1.74 -1.73  0.00
C -3.73 -0.88 -0.13  0.00
C 3.01 -1.87 -4.02  0.00
C -4.10 0.46 1.85  0.00
C 1.04 -6.94 1.85  0.00
C 0.84 -5.51 1.34  0.00
C 2.34 -3.87 3.73  0.00
H -0.68 -3.94 1.64  0.00
H -0.61 -5.13 2.95  0.00
H 0.12 -7.51 1.70  0.00
H 0.21 -3.34 3.86  0.00
H -5.13 -1.85 -1.26  0.00
H 5.33 -4.01 2.73  0.00
H 1.06 -3.46 5.40  0.00
H 1.27 -6.97 2.93  0.00
H 1.54 -6.02 -0.69  0.00
H 0.59 -4.53 -0.61  0.00
H 3.23 -1.94 -5.07  0.00
H 2.94 -2.19 4.93  0.00
H 5.07 -5.19 -0.64  0.00
H 0.61 -4.93 4.55  0.00
H 4.44 -6.39 2.88  0.00
H 2.94 -5.87 4.42  0.00
H 3.16 -4.57 5.59  0.00
H 4.56 -1.72 -1.01  0.00
H 2.21 -1.71 3.40  0.00
H 3.87 -2.31 3.43  0.00
H 6.05 -4.23 1.14  0.00
H 3.83 -7.15 1.41  0.00
H -0.20 -6.10 -0.46  0.00
H 4.89 -2.93 1.41  0.00
H 3.61 -4.21 -0.79  0.00
H -3.49 -1.88 -1.86  0.00
H 3.48 -5.95 -0.63  0.00
H 5.07 -1.89 -3.42  0.00
H 4.30 -4.74 4.25  0.00
H 1.84 -7.47 1.33  0.00
H 0.86 -1.79 -4.30  0.00
H -1.31 -5.58 1.40  0.00
H 5.48 -6.54 1.46  0.00

* electronic energy: -179607.5658 eV
* gap between HOMO and LUMO (spin up / spin down): 5.06 / 6.34 eV
* multiplicity: 4
* ΔE to the lowest compared entry with this formula, charge and spin: 0.00 kcal per mole
* E_HOMO (spin up / spin down): -8.41 / -8.41 eV

---

DFT (the ωB97M-V functional and the def2-TZVPD basis) results for a structure of composition C4H6O2Ru.

Each line ends with the Löwdin spin population.
Element x y z (Å)
Ru 1.55 3.09 -1.55  3.67
O -1.10 2.17 -3.67  0.02
O 0.16 1.88 -1.64  0.22
C -1.25 1.84 -1.23  0.09
C -0.90 1.43 -2.58  0.04
C -1.55 0.88 -0.13  0.17
C -2.83 0.62 0.27  0.70
H -3.61 1.35 0.03  0.05
H -0.75 0.37 -2.81  0.00
H -1.67 2.84 -1.11  0.00
H -2.25 1.09 1.31  0.03
H -1.50 3.02 -3.48  0.00
H -0.91 -0.01 -0.09  0.01

* electronic energy: -10876.9011 eV
* gap between HOMO and LUMO (spin up / spin down): 9.82 / 8.84 eV
* multiplicity: 6
* total charge: +3
* ΔE to the lowest compared entry with this formula, charge and spin: 49.02 kcal per mole
* E_HOMO (spin up / spin down): -24.78 / -25.61 eV

---

DFT (the ωB97M-V functional and the def2-TZVPD basis) results for a structure of composition C12H15N2ORuSSe2Te2.

Each line ends with the natural charge from an NBO analysis.
Element x y z (Å)
Te 1.82 3.26 -1.12  0.45
Te -0.44 2.94 -2.66  0.27
Ru -0.23 0.01 -0.04  0.71
Se 1.55 1.55 0.63  -0.27
Se -1.74 1.29 -1.31  -0.18
S -1.74 -0.88 1.39  -0.02
O 0.81 -1.71 -0.06  -0.68
N -0.20 -3.11 1.44  -0.63
N -1.62 -2.82 3.19  -0.36
C 2.65 -5.00 -1.87  -0.22
C 1.28 -4.03 -0.15  -0.10
C 1.20 -5.27 0.48  -0.17
C -2.47 -2.00 4.02  -0.22
C 2.58 -6.22 -1.23  -0.16
C 2.01 -3.90 -1.34  -0.16
C 0.59 -2.86 0.41  0.68
C 1.85 -6.36 -0.06  -0.21
C -2.25 -5.09 2.47  -0.62
C -3.93 -2.06 3.60  -0.62
C -1.07 -2.36 2.07  0.38
C -1.48 -4.24 3.48  -0.22
H -2.35 -2.36 5.05  0.22
H 1.79 -7.33 0.42  0.23
H -1.87 -4.41 4.49  0.22
H -2.11 -0.97 3.97  0.22
H 3.20 -4.90 -2.79  0.23
H 0.62 -5.37 1.39  0.23
H 2.04 -2.94 -1.83  0.22
H -1.88 -4.90 1.46  0.22
H -4.51 -1.38 4.22  0.23
H 3.11 -7.07 -1.64  0.23
H -4.04 -1.76 2.56  0.22
H -0.42 -4.51 3.46  0.23
H -4.33 -3.07 3.72  0.21
H -2.11 -6.14 2.69  0.23
H -3.31 -4.87 2.49  0.21

* electronic energy: -176405.8459 eV
* gap between HOMO and LUMO (spin up / spin down): 6.36 / 5.63 eV
* multiplicity: 5
* total charge: +1
* E_HOMO (spin up / spin down): -11.15 / -11.63 eV

---

DFT (the ωB97M-V functional and the def2-TZVPD basis) results for an isolated molecule of C5H10N.

Each line ends with the natural charge from an NBO analysis.
Element x y z (Å)
N 1.10 -1.23 -0.51  -0.58
C -1.08 0.47 -0.09  -0.45
C -0.53 1.85 0.30  -0.65
C 1.72 -0.26 -1.06  -0.25
C -0.59 -1.84 0.85  -0.47
C -0.11 -0.73 0.22  0.18
H 0.19 2.53 -0.26  0.23
H -1.56 -2.23 0.62  0.20
H -1.89 0.30 0.59  0.23
H -1.43 0.36 -1.13  0.22
H -0.29 1.96 1.41  0.22
H 2.81 -0.11 -0.94  0.16
H 1.66 -1.86 0.03  0.39
H -1.39 2.63 0.29  0.21
H 0.16 -2.54 1.14  0.17
H 1.21 0.72 -1.44  0.17

* electronic energy: -6832.0773 eV
* gap between HOMO and LUMO (spin up / spin down): 7.11 / 9.05 eV
* multiplicity: 2
* ΔE to the lowest compared entry with this formula, charge and spin: 61.07 kcal per mole
* E_HOMO (spin up / spin down): -6.15 / -8.14 eV

---

DFT (the ωB97M-V functional and the def2-TZVPD basis) results for a structure of composition C23H30Cl3N4ORbS3SiTe.

Each line ends with the natural charge from an NBO analysis.
Element x y z (Å)
Te -0.92 3.10 -2.99  -0.46
Rb 0.03 -0.31 -1.39  0.88
Cl -2.97 -3.66 -4.52  -0.54
Cl -3.25 -3.90 -1.21  -0.58
Cl -4.10 -1.14 -2.77  -0.55
S -1.74 4.20 -6.03  0.41
S -3.29 1.62 -0.74  1.33
S 3.41 -0.63 -1.60  -0.51
Si -2.39 -2.53 -2.74  0.73
O -2.08 0.78 -0.52  -1.04
N -0.14 0.15 1.74  -0.41
N 3.18 1.66 -0.07  -0.50
N 4.59 1.72 -1.83  -0.83
N 2.09 1.10 0.54  -0.19
C -0.33 -4.18 1.19  -0.26
C -1.12 1.33 4.05  -0.19
C 2.13 -2.92 1.59  0.01
C 0.64 -4.24 0.19  0.00
C -0.65 4.74 -7.25  -0.49
C 0.55 1.14 2.32  0.19
C 1.14 -2.88 2.56  -0.25
C -1.82 0.30 3.44  -0.30
C 2.66 2.59 2.43  -0.69
C 1.87 -3.62 0.41  -0.23
C -1.28 -0.25 2.28  0.07
C 1.81 1.58 1.70  0.13
C 3.66 0.98 -1.10  0.29
C -0.49 3.86 -4.91  -0.43
C 0.72 4.15 -5.47  -0.35
C 0.64 4.65 -6.80  -0.26
C -1.14 -3.47 3.46  -0.65
C 0.08 1.75 3.49  -0.27
C -0.09 -3.51 2.38  0.07
C -2.99 3.07 0.27  -0.84
C 0.39 -5.01 -1.08  -0.64
C -4.53 0.86 0.33  -0.84
C 3.45 -2.25 1.81  -0.64
H 2.15 3.55 2.53  0.21
H -2.14 -3.60 3.04  0.21
H 3.85 -1.87 0.87  0.26
H -2.80 2.76 1.30  0.22
H -0.99 5.08 -8.21  0.21
H 2.61 -3.65 -0.38  0.21
H 0.63 2.56 3.94  0.21
H -1.30 -4.63 1.00  0.22
H -3.85 3.75 0.20  0.21
H -2.11 3.56 -0.16  0.27
H 4.42 2.71 -1.79  0.38
H -1.11 -2.53 4.01  0.21
H 0.66 -6.06 -0.96  0.20
H 2.90 2.24 3.44  0.20
H 1.65 4.00 -4.94  0.22
H 3.34 -1.40 2.49  0.21
H 3.57 2.75 1.87  0.26
H 4.17 -2.95 2.26  0.19
H 0.99 -4.60 -1.90  0.22
H 4.77 1.34 -2.74  0.39
H -1.80 -1.04 1.75  0.20
H -1.50 1.79 4.95  0.20
H -0.66 -4.96 -1.36  0.24
H -4.10 0.74 1.32  0.22
H 1.50 4.93 -7.40  0.20
H -2.75 -0.07 3.83  0.21
H -0.98 -4.28 4.18  0.20
H -5.43 1.48 0.36  0.21
H -4.76 -0.11 -0.11  0.26
H 1.31 -2.32 3.47  0.19

* electronic energy: -118251.4508 eV
* gap between HOMO and LUMO: 5.00 eV
* multiplicity: 1
* total charge: -2
* ΔE to the lowest compared entry with this formula, charge and spin: 19.12 kcal per mole
* E_HOMO: -1.33 eV

---

Number 1: F_max 5.6 eV Å⁻¹. Number 2: F_max 7.7 eV Å⁻¹. Number 3: F_max 0.7 eV Å⁻¹. Number 4: F_max 1.6 eV Å⁻¹. Number 5: F_max 4.3 eV Å⁻¹. Number 6: F_max 1.7 eV Å⁻¹. Number 7: F_max 8.3 eV Å⁻¹. Number 8: F_max 0.9 eV Å⁻¹.